Here is C17H23F2IN2O4SSc as an isolated structure in a non-equilibrium geometry from OMol25. Energies are from wB97M-V/def2-TZVPD.

Energy = -2728.44337 Eh
Net charge = -1
Frontier orbital gap = 6.15 eV
Multiplicity = 1
E_HOMO = -3.8 eV

Each line ends with the Löwdin charge.
Geometry (Å):
I 3.58 -0.93 1.63  0.9550
Sc 0.37 -0.16 -0.82  0.9150
S 1.48 -1.47 -2.83  0.3872
F -2.52 -1.73 -1.31  -0.0846
F -2.94 0.30 -0.66  -0.1566
O 2.11 -0.32 -1.95  -0.4489
O 0.01 -1.45 -2.27  -0.4320
O 2.08 -2.74 -2.55  -0.3036
O 1.41 -1.08 -4.23  -0.3320
N -0.15 1.77 -2.44  -0.3022
N -0.10 1.76 0.54  -0.3010
C 1.64 -0.99 2.40  -0.6909
C 0.60 -1.37 4.53  -0.1223
C 0.64 -2.10 0.34  -0.1993
C -0.11 -2.72 2.58  -0.1719
C 1.40 -0.58 3.73  -0.2032
C -0.15 -2.41 3.96  -0.0500
C -1.47 1.55 -2.97  -0.0824
C -0.70 -3.98 0.64  -0.0952
C 0.83 -1.94 1.71  -0.2987
C -0.61 2.99 -0.19  -0.1434
C -1.02 1.51 1.68  -0.0556
C 1.27 2.09 0.99  -0.0976
C -0.76 -3.84 2.01  -0.0570
C -2.15 -0.83 -0.32  -0.3221
C -0.10 3.03 -1.68  -0.1857
C 0.10 -3.25 -0.19  -0.1108
C 0.81 1.90 -3.54  -0.0808
H -1.82 2.37 -3.64  0.1008
H 1.94 2.29 0.13  0.0962
H -0.74 3.74 -2.20  0.1128
H 0.41 2.57 -4.31  0.0918
H -1.24 -4.83 0.21  0.1058
H -1.08 2.46 2.29  0.1130
H -1.71 2.93 -0.17  0.1218
H 2.05 0.21 4.18  0.1022
H -0.74 0.67 2.22  0.0553
H 0.99 0.88 -3.89  0.0518
H -1.29 -4.53 2.64  0.0966
H -2.12 1.32 -2.12  0.0728
H -0.27 3.92 0.31  0.1217
H 1.77 2.27 -3.24  0.0833
H -2.37 -1.19 0.69  0.0568
H -1.41 0.63 -3.55  0.1018
H -2.00 1.32 1.28  0.0617
H 0.41 -3.60 -1.18  0.1014
H 0.54 -1.06 5.61  0.1084
H 0.90 3.45 -1.72  0.1051
H 1.68 1.26 1.53  -0.0009
H 1.29 3.03 1.60  0.1071
H -0.76 -3.11 4.55  0.1035

Here is a single CH4ClNOS molecule in a non-equilibrium geometry from OMol25. Energies are from wB97M-V/def2-TZVPD.

Energy = -1028.79823 Eh
Net charge = 0
Frontier orbital gap = 9.50 eV
Multiplicity = 1
E_HOMO = -8.9 eV

Each line ends with the Löwdin charge.
Geometry (Å):
Cl -2.07 0.17 0.05  0.5113
S 1.10 -0.13 0.55  0.8324
O 1.90 -0.71 -0.50  -0.5240
N 0.77 1.38 0.01  -0.2590
C -0.82 -1.07 0.19  -0.6256
H -0.51 -1.65 -0.62  0.0088
H -1.10 -1.65 0.98  -0.0269
H 0.11 2.03 0.31  0.0091
H 0.62 1.62 -0.97  0.0738

Here is a 10-piece molecular cluster, C48H114N14O10 overall in a non-equilibrium geometry from OMol25. Energies are from wB97M-V/def2-TZVPD.

Energy = -3415.96760 Eh
Net charge = 0
Frontier orbital gap = 8.08 eV
SMILES = CC1(C)CCCC(C)(C)N1O.CC1(C)CCCC(C)(C)N1O.CC1(C)CCCC(C)(C)N1O.CC1(C)CCCC(C)(C)N1O.COC[C@H](C)N.COC[C@H](C)N.NC(N)=O.NC(N)=O.NC(N)=O.NC(N)=O
Multiplicity = 1
E_HOMO = -8.0 eV

Each line ends with the Löwdin charge.
Geometry (Å):
O -2.20 -2.80 -6.30  -0.0196
O -4.30 6.55 1.78  -0.2015
O -0.46 2.58 5.93  0.0779
O 4.13 -3.13 -1.72  -0.0073
O -7.45 1.09 -0.08  0.0484
O -1.41 0.37 2.74  -0.0124
O -0.95 6.26 0.91  -0.2012
O -6.05 1.71 -2.98  0.0709
O -4.97 -2.83 0.34  0.0298
O 3.12 -4.12 4.76  -0.0144
N -2.56 2.64 5.29  0.1843
N 5.31 -2.47 -1.88  -0.1296
N -5.14 -4.98 -0.21  0.1618
N -5.75 2.99 -1.25  0.1956
N -3.23 -4.05 -0.52  0.1727
N -4.81 3.39 -3.13  0.1867
N -0.73 0.87 1.62  -0.0966
N -1.22 -1.93 -5.80  -0.1267
N -4.30 9.19 2.65  0.0449
N -1.59 7.71 3.28  0.0458
N -1.72 0.87 5.97  0.1766
N -5.89 -0.35 -0.72  0.1784
N 2.67 -5.13 3.91  -0.1203
N -6.94 -0.71 1.15  0.1683
C 2.67 -3.57 1.82  -0.0358
C -0.14 -1.16 -3.94  -0.1729
C 1.18 1.83 2.83  -0.0346
C 4.18 -0.17 -2.45  -0.0172
C -0.72 5.11 0.11  -0.1193
C 7.51 -1.66 -1.26  -0.1464
C 0.71 -2.05 -7.44  -0.0255
C -1.32 -0.65 -8.01  -0.0439
C -6.36 8.97 1.50  -0.0876
C 1.48 1.36 0.45  -0.1052
C -1.53 2.09 5.78  -0.9230
C 4.53 -1.88 -4.21  -0.0269
C -5.55 2.64 -2.49  -0.8957
C -6.85 0.08 0.11  -0.7690
C -0.66 -2.43 -4.51  -0.4354
C -1.84 -2.89 -3.59  -0.0271
C 0.80 -0.30 -4.80  -0.1598
C 3.60 -6.23 3.69  -0.5016
C -5.39 6.98 2.67  -0.1572
C -2.93 1.25 0.46  -0.0205
C 3.79 -6.84 5.09  -0.0629
C 0.75 0.80 1.74  -0.4600
C -4.52 -3.82 -0.20  -0.6992
C 3.05 -7.32 2.82  -0.1307
C 6.59 -3.65 -0.23  -0.0344
C 6.21 -2.24 -0.71  -0.4762
C 6.50 -0.83 -3.25  -0.2037
C -0.21 7.62 2.92  -0.4252
C 0.07 6.47 1.91  -0.1797
C 1.86 -4.53 2.78  -0.4026
C 1.35 -0.53 2.19  -0.0428
C 0.76 0.79 -0.81  -0.1721
C -1.72 -0.93 0.15  -0.0282
C 0.80 7.69 4.15  -0.0368
C 2.34 -6.79 1.54  -0.1799
C 7.42 -0.45 -2.18  -0.2031
C 5.05 -5.80 3.15  -0.0010
C 0.57 -3.46 -4.74  0.0021
C -4.18 5.12 1.74  -0.1048
C -0.72 1.21 -0.80  -0.1216
C 0.13 0.08 -6.16  -0.1232
C 5.62 -1.41 0.44  -0.0162
C -1.50 0.58 0.39  -0.4499
C 1.35 -5.68 1.83  -0.1487
C 5.11 -1.36 -2.86  -0.4433
C -5.59 8.50 2.66  -0.4588
C -0.45 -1.21 -6.86  -0.4706
C 0.66 -3.72 3.47  -0.0111
H 7.06 0.50 -1.77  0.1151
H 0.34 -4.12 -5.58  0.0692
H 0.91 -1.87 -8.50  0.0793
H -2.98 -2.48 -5.84  0.0944
H 5.73 -4.09 0.29  0.0599
H -2.11 -3.91 -3.87  0.0831
H 0.51 8.57 4.72  0.0646
H -6.26 6.41 2.33  0.1194
H 4.29 0.67 -3.14  0.0858
H -3.31 4.94 1.10  0.0636
H -1.08 0.82 -1.75  0.0919
H 8.31 -0.20 -2.76  0.1201
H 2.47 0.90 0.47  0.0965
H 1.22 1.16 -1.73  0.0966
H -1.67 1.16 3.22  0.0734
H 4.40 0.27 -1.47  0.0652
H 2.97 -6.40 0.73  0.0989
H 6.38 0.04 -3.91  0.1236
H 0.24 5.52 2.41  0.1112
H 0.75 -5.37 0.97  0.1167
H -3.33 2.04 5.03  0.1217
H 4.54 -1.31 0.40  0.0675
H -1.70 8.36 4.05  0.0637
H 0.14 -3.10 2.75  0.0602
H -0.04 -4.38 3.99  0.0816
H -0.91 -0.53 -3.49  0.1077
H 1.85 -3.21 1.19  0.0649
H -6.58 10.03 1.39  0.0812
H 0.47 -1.41 -3.07  0.1090
H 3.45 -1.73 -4.18  0.0442
H -6.10 8.81 3.57  0.1322
H 0.53 2.68 2.64  0.0742
H 0.62 -6.23 2.42  0.1055
H -2.69 -3.20 -0.60  0.0652
H 2.49 -4.16 5.48  0.1044
H 1.76 -0.72 -5.10  0.0750
H -1.78 -1.33 -8.72  0.0791
H -4.61 3.21 -4.11  0.1357
H -3.43 1.12 -0.50  0.0676
H -2.85 2.33 0.57  0.0588
H -0.70 0.76 -5.98  0.1106
H -0.94 0.37 6.38  0.1354
H -4.48 4.21 -2.63  0.1182
H -7.37 8.58 1.60  0.0777
H 1.02 -0.67 3.21  0.0769
H 4.28 -4.02 -2.04  0.1057
H -2.15 -0.13 -7.54  0.0817
H 4.79 -5.31 2.22  0.0439
H 1.22 -3.00 4.07  0.0649
H 4.41 -7.72 5.17  0.0854
H 2.31 -7.90 3.37  0.1169
H 5.02 -1.52 -5.12  0.0849
H 7.41 -3.54 0.48  0.0890
H -5.25 -1.06 -0.40  0.0562
H -3.92 9.24 3.58  0.0570
H -5.08 3.66 -0.90  0.0881
H 6.94 -4.29 -1.04  0.0886
H -0.03 8.44 2.22  0.1259
H -2.68 -2.20 -3.59  0.0910
H 0.26 5.15 -0.38  0.0904
H 1.81 -7.66 1.16  0.1060
H 3.77 -8.06 2.47  0.1222
H 5.57 -5.04 3.74  0.0763
H 1.62 2.44 0.40  0.1106
H -5.13 4.71 1.42  0.0761
H -5.08 6.76 3.69  0.1141
H 5.84 -1.88 1.40  0.0787
H 0.42 -3.10 -7.47  0.0737
H 8.17 -2.39 -1.73  0.1219
H -2.53 3.64 5.25  0.1281
H -2.09 -1.08 -0.87  0.0706
H -5.76 0.24 -1.53  0.0703
H 3.30 -4.07 1.08  0.0538
H -4.77 -5.76 -0.73  0.1131
H -6.10 8.53 0.53  0.0916
H -3.58 0.92 1.26  0.0770
H 4.16 -6.22 5.91  0.0734
H -1.53 4.99 -0.60  0.0786
H 4.75 -2.95 -4.31  0.0820
H -2.88 -4.99 -0.56  0.1137
H 0.95 1.45 3.83  0.0669
H 1.58 -1.92 -6.79  0.0618
H 2.24 2.09 2.80  0.0901
H 1.07 0.61 -4.27  0.1003
H 0.97 6.75 1.35  0.1190
H -0.80 2.28 -0.99  0.1103
H 0.69 6.76 4.71  0.0720
H 3.13 -0.44 -2.50  0.0562
H 1.08 -1.45 1.68  0.0365
H -6.26 2.47 -0.56  0.0725
H 2.81 -7.03 5.54  0.0806
H 5.71 -6.66 3.04  0.0796
H 6.04 -0.41 0.53  0.0808
H 0.88 -0.29 -0.78  0.0991
H -0.75 -1.43 0.28  0.0712
H -1.49 -2.87 -2.56  0.0576
H -0.68 0.01 -8.59  0.0836
H -7.27 -0.33 2.02  0.1120
H -3.98 4.68 2.72  0.0727
H -6.44 -1.59 1.15  0.0694
H -2.43 -1.38 0.84  0.0776
H 3.29 -2.82 2.29  0.0781
H -2.52 0.35 5.62  0.1213
H 1.81 7.87 3.77  0.0676
H -4.62 10.13 2.50  0.0606
H 0.72 -4.09 -3.85  0.0676
H 7.03 -1.67 -3.70  0.1261
H 2.44 -0.51 2.14  0.0836
H -1.85 6.84 3.70  0.0718
H 8.19 -1.27 -0.51  0.1207
H 0.85 0.57 -6.82  0.1164
H -0.90 4.26 0.77  0.0663
H 1.59 -3.09 -4.86  0.0536
H -6.12 -4.99 0.04  0.1251

Q: Which value of multiplicity does entry 1 give?
A: 1

Q: What is the E_HOMO in the third record?
A: -8.0 eV

Q: What is the formula in the first record?
A: C17H23F2IN2O4SSc